Record 1
Below is a structure of composition C25H17BrClN3O4Pd, with properties calculated with ωB97M-V/def2-TZVPD.

Output
energy above the lowest of the compared OMol25 structures with the same formula, charge and spin	0.0	kJ/mol
total charge	-2
frontier orbital gap	0.138	hartree
LUMO level	0.147	hartree
highest occupied orbital energy	0.27	eV

Element x y z (Å)
Pd: -0.13111 -0.92170 -1.14833
Br: 0.41400 6.64012 -0.68302
C: -0.05611 4.80839 -0.98299
C: -1.36644 4.46340 -1.25456
C: -1.70509 3.14405 -1.49413
C: -0.73420 2.09919 -1.48434
C: 0.59567 2.50702 -1.17816
C: 0.92477 3.81986 -0.93761
N: -1.03183 0.81556 -1.76130
C: -2.22155 0.52094 -2.44628
C: -2.50442 -0.77595 -2.71833
C: -3.62718 -1.27484 -3.48536
C: -3.78367 -2.60154 -3.69696
C: -2.84225 -3.53690 -3.16596
C: -1.78535 -3.02727 -2.44907
N: -1.59469 -1.72408 -2.23768
H: -2.14053 5.22217 -1.26161
H: -2.74876 2.90509 -1.64170
H: 1.36323 1.74889 -1.14730
H: 1.95327 4.08008 -0.71784
H: -2.80986 1.32249 -2.87186
H: -4.33872 -0.55614 -3.87688
H: -4.63294 -2.95390 -4.27546
H: -2.94186 -4.60280 -3.31249
H: -1.02814 -3.66910 -2.01537
O: 0.96357 -4.55179 0.68229
C: 0.43588 -3.46534 0.41423
O: 0.62756 -2.79875 -0.64773
C: -0.52896 -2.90365 1.46347
C: -0.48496 -3.40939 2.76168
C: -1.35148 -2.88993 3.70332
C: -2.24046 -1.89345 3.32342
C: -2.21619 -1.46357 2.00629
N: -1.38490 -1.95952 1.09943
H: 0.22748 -4.18897 2.98957
H: -1.33389 -3.24984 4.72643
H: -2.92904 -1.45024 4.03223
H: -2.87586 -0.67400 1.66100
Cl: 6.84943 2.65852 2.67156
C: 5.31961 1.93554 2.20607
C: 4.34325 1.74983 3.16959
C: 3.13896 1.17673 2.79206
C: 2.91178 0.79341 1.47603
C: 3.90983 0.99430 0.53055
C: 5.12204 1.56786 0.88746
C: 1.56520 0.17417 1.09430
O: 0.72480 0.03431 1.97774
O: 1.49375 -0.12392 -0.14034
H: 4.52639 2.05315 4.19183
H: 2.34038 1.01362 3.50441
H: 3.71616 0.68933 -0.48915
H: 5.90343 1.72855 0.15684


Record 2
Below is a cluster of 7 separate species, C32H68N4O7 in total, with properties calculated with ωB97M-V/def2-TZVPD.

Output
spin multiplicity	2
total charge	+1
<S²>	0.754
frontier orbital gap (alpha / beta)	0.294 / 0.148	hartree
LUMO level (alpha / beta)	-0.088 / -0.234	hartree
highest occupied orbital energy (alpha / beta)	-10.39 / -10.39	eV

Element x y z (Å)
O: -1.21211 6.35544 4.13933
C: -1.65062 5.34506 3.67893
N: -2.48044 5.33343 2.71477
C: -1.11220 4.06587 4.18566
H: -2.96366 4.46987 2.51262
H: -2.99056 6.20421 2.67469
H: -1.58433 3.96759 5.16318
H: -0.02762 4.09112 4.29126
H: -1.54456 3.17986 3.72075
C: -0.92193 -3.91662 -1.69422
C: 0.00400 -4.83185 -2.49524
N: 1.05530 -5.23463 -1.56528
C: 2.11782 -4.13846 -1.29418
C: 3.10585 -3.97935 -2.42648
C: 0.76819 -6.13073 -0.47430
C: 0.26173 -5.44849 0.75404
H: -1.71522 -4.62229 -1.44758
H: -1.33976 -3.12084 -2.31085
H: -0.50068 -3.39861 -0.83264
H: -0.55541 -5.69156 -2.86411
H: 0.48282 -4.42508 -3.38595
H: 1.54755 -3.22609 -1.11961
H: 2.82280 -4.32258 -0.48350
H: 4.09984 -3.72193 -2.06067
H: 3.28588 -4.93197 -2.92469
H: 2.75136 -3.36813 -3.25644
H: 1.76845 -6.46853 -0.20324
H: 0.26509 -6.92075 -1.03185
H: -0.67131 -4.90223 0.61570
H: 1.04112 -4.79756 1.15021
H: 0.06476 -6.13637 1.57631
C: -2.73412 0.40360 4.75854
C: -2.17846 -0.33984 3.46093
N: -1.59833 -1.71340 3.78095
C: -0.58702 -1.72346 4.86306
C: 0.09702 -3.00406 5.13836
C: -1.22322 -2.23984 2.45058
C: -2.45923 -2.58043 1.50102
H: -3.56746 1.06312 4.51630
H: -1.93117 0.97852 5.21989
H: -3.10368 -0.36209 5.44062
H: -2.96925 -0.39581 2.71285
H: -1.48360 0.30666 2.92491
H: 0.17431 -0.99521 4.58355
H: -0.93220 -1.28627 5.79998
H: 1.02930 -3.05254 4.57569
H: 0.50011 -3.05842 6.14963
H: -0.57648 -3.83894 4.94476
H: -0.64502 -3.14723 2.62502
H: -0.52313 -1.62600 1.88387
H: -2.98706 -1.74766 1.03626
H: -3.24639 -3.13197 2.01511
H: -2.18741 -3.28812 0.71783
C: 1.28491 0.13325 -2.35438
C: 0.32250 0.00256 -1.21029
N: 0.51492 1.02933 -0.13559
C: 1.79910 0.81184 0.52844
C: 1.60450 -0.12835 1.77840
C: 0.21981 2.46144 -0.55295
C: -0.12411 3.30341 0.65027
H: 0.88322 -0.47294 -3.16634
H: 2.20066 -0.42283 -2.15365
H: 1.53040 1.15502 -2.64389
H: -0.71791 -0.01437 -1.53488
H: 0.61779 -0.90521 -0.68411
H: 2.62201 0.45504 -0.09094
H: 2.34579 1.70205 0.83949
H: 0.67695 0.03403 2.32739
H: 1.78796 -1.18673 1.59324
H: 2.32275 0.19034 2.53382
H: -0.54906 2.47595 -1.32543
H: 1.06978 2.96388 -1.01469
H: -0.37599 4.29278 0.26843
H: 0.73093 3.38283 1.32161
H: -0.89496 2.76424 1.20089
O: -4.26939 -2.81042 -2.96963
C: -3.90855 -1.64775 -3.28838
O: -2.97817 -0.94288 -2.50169
C: -2.64060 0.25957 -3.16311
C: -3.60834 0.43991 -4.32172
C: -4.47661 -0.82904 -4.37170
H: -1.61643 0.20169 -3.53166
H: -2.69265 1.04208 -2.40610
H: -3.08976 0.74251 -5.23144
H: -4.17753 1.34784 -4.12223
H: -4.44753 -1.24576 -5.37847
H: -5.47928 -0.42642 -4.22794
O: 5.67837 6.94837 2.18340
C: 4.57597 6.53226 2.59418
O: 3.87302 7.13857 3.61041
C: 2.71656 6.47109 4.10245
C: 2.83223 5.17126 3.44930
C: 3.71936 5.37365 2.19800
H: 2.01780 7.22128 3.73224
H: 2.65978 6.33265 5.18213
H: 1.86044 4.69455 3.32099
H: 3.34147 4.64209 4.25475
H: 3.30182 5.57914 1.21234
H: 4.41203 4.53260 2.16739
O: -1.14156 -1.19714 -6.50250
C: -0.24741 -0.43033 -6.32085
O: -0.46401 0.74011 -5.67777
C: 0.75367 1.52145 -5.69907
C: 1.83652 0.64145 -6.23673
C: 1.13211 -0.52981 -6.87886
H: 1.05740 1.81931 -4.69551
H: 0.72586 2.45680 -6.25804
H: 2.48953 0.35836 -5.41117
H: 2.43930 1.24522 -6.91513
H: 1.61822 -1.43785 -6.52212
H: 1.28463 -0.48203 -7.95708